Formula: C21H41MoO3P3
Source: OMol25
Level of theory: ωB97M-V/def2-TZVPD

For the orbital gap (alpha / beta), the calculation gives 5.54 / 4.58 eV. The spin multiplicity is 3. For the HOMO energy (alpha / beta), the calculation gives -20.4 / -20.4 eV. Its energy above the lowest of the compared OMol25 structures with the same formula, charge and spin is 0.0 kcal/mol. For the molar mass, the calculation gives 530.4 g mol⁻¹. The total charge is +4.

The geometry in XYZ format:
```
69
Properties=species:S:1:pos:R:3:mulliken_spin:R:1
P 2.86967 -0.33409 -0.04550 0.36
C 3.52609 -0.54888 1.64219 0.05
H 4.61962 -0.63245 1.62155 0.02
H 3.11033 -1.44269 2.12521 0.00
H 3.25432 0.32557 2.24461 0.00
C 3.36328 -1.88464 -0.89201 0.04
H 3.23654 -1.77578 -1.97995 0.00
H 2.70065 -2.68881 -0.53788 0.00
H 4.40897 -2.13857 -0.64829 0.03
C 4.02315 0.88309 -0.77929 0.05
H 5.05808 0.50756 -0.75675 0.02
H 3.96370 1.82486 -0.21380 0.00
H 3.73733 1.08613 -1.82191 0.00
P -0.96119 3.11750 -0.83933 -0.02
C -0.95890 3.93223 0.78543 0.00
H -1.37941 4.94344 0.68670 0.00
H 0.06548 3.99937 1.17229 0.00
H -1.56843 3.35483 1.49169 0.00
C -0.01939 4.31808 -1.85398 0.01
H -0.12521 4.07117 -2.91704 0.00
H 1.03893 4.26672 -1.56578 0.00
H -0.40331 5.33004 -1.66496 0.00
C -2.67317 3.41242 -1.40398 0.01
H -2.85439 4.49247 -1.47236 0.00
H -3.38266 2.96179 -0.69937 0.00
H -2.80517 2.95737 -2.39228 0.00
P -2.43947 -1.75841 0.03687 0.30
C -3.22910 -2.11425 1.63262 0.06
H -3.78889 -3.06252 1.54733 0.02
H -3.91419 -1.29287 1.90128 0.00
H -2.46292 -2.20948 2.41738 0.00
C -3.79220 -1.70726 -1.18449 0.04
H -4.52354 -2.50488 -0.96509 0.02
H -3.39673 -1.84519 -2.20532 0.00
H -4.29378 -0.72987 -1.12071 0.00
C -1.53726 -3.28116 -0.40315 0.01
H -2.24503 -4.12703 -0.43471 0.02
H -0.77830 -3.49479 0.35835 0.00
H -1.03446 -3.17068 -1.37405 0.00
Mo -0.19690 0.67094 -1.72522 0.41
C 0.94452 1.18416 0.20558 0.01
O 1.02199 1.72332 1.25370 0.08
C -1.70365 0.35124 0.21735 0.14
O -2.01324 0.99507 1.17060 0.24
C -1.50913 0.31215 -3.36537 -0.06
C -0.86026 -0.90739 -3.03870 0.05
C 0.54703 -0.96879 -2.97126 0.04
C 1.30787 0.19897 -3.17592 0.08
C 0.67417 1.39671 -3.54978 -0.01
C -0.72847 1.45376 -3.68423 -0.01
H -2.59068 0.36694 -3.34363 -0.01
H -1.43796 -1.78677 -2.82200 0.01
H 1.02827 -1.89762 -2.65569 0.00
H 2.38206 0.16956 -3.02008 0.00
H 1.28089 2.29827 -3.68327 0.01
H -1.22665 2.34400 -4.05846 -0.01
C 1.03385 -1.10766 4.66449 0.00
C 1.18850 -2.51690 4.05440 0.00
C 0.52731 -2.43307 2.66744 0.01
O 0.01162 -1.09289 2.47004 0.00
C 0.05227 -0.39407 3.73575 0.00
H 0.65076 -1.15161 5.68299 0.00
H 1.99757 -0.58972 4.67512 0.00
H 0.65629 -3.25668 4.67150 0.00
H 2.23873 -2.82386 3.97089 0.00
H 1.24573 -2.66506 1.85264 0.00
H -0.31284 -3.15368 2.60114 0.00
H -0.95760 -0.40033 4.17484 0.00
H 0.33891 0.64070 3.53364 0.00
```


Formula: C21H41N11PS5Ti
Source: OMol25
Level of theory: ωB97M-V/def2-TZVPD

For the orbital gap, the calculation gives 5.40 eV. For the HOMO energy, the calculation gives -14.6 eV. For the molar mass, the calculation gives 686.8 g mol⁻¹. The total charge is +3.

The geometry in XYZ format:
```
80
Properties=species:S:1:pos:R:3:lowdin_charge:R:1
Ti -1.10564 -1.26208 0.65657 0.73
N -2.44246 -2.83284 -0.33046 -0.05
C -2.57383 -4.11528 0.40654 -0.17
C -2.44712 -3.79793 1.88078 -0.15
N -1.28668 -2.89691 2.11761 -0.14
C 0.03280 -3.58370 2.23004 -0.15
C 0.65832 -3.83387 0.86740 -0.16
N 0.53037 -2.61377 0.01626 -0.04
H -2.26736 -2.99173 -1.31994 0.11
H -3.35888 -2.38086 -0.32374 0.01
H -3.52973 -4.59705 0.20039 0.14
H -1.79656 -4.79577 0.06978 0.11
H -3.33689 -3.26865 2.22820 0.13
H -2.35152 -4.70821 2.47535 0.14
H -1.45977 -2.43765 3.01069 0.09
H 0.67861 -2.92917 2.81389 0.12
H -0.08209 -4.52370 2.77337 0.14
H 1.70861 -4.09480 0.99485 0.14
H 0.18875 -4.66600 0.35106 0.11
H 1.35179 -2.02919 0.14223 0.07
H 0.51142 -2.86228 -0.97011 0.10
N -3.51054 0.28541 5.19582 0.19
N -3.13887 0.32670 3.89367 -0.24
N -3.44496 1.35602 3.12941 0.19
C -3.01207 0.95502 1.95081 -0.15
N -2.47228 -0.27243 2.01799 -0.09
N -2.56142 -0.65511 3.29768 0.10
H -3.73664 1.21374 5.52857 0.13
H -2.88966 -0.27968 5.75750 0.13
H -3.09445 1.54139 1.05216 0.11
C -3.56306 4.33600 -2.98581 -0.38
S -2.53333 2.98676 -2.36604 0.85
C -3.70540 1.79486 -1.86404 -0.97
C -3.37340 0.62349 -1.26954 -1.08
S -1.70169 0.17794 -1.01303 0.62
S -4.69524 -0.43404 -0.83288 0.89
C -6.00966 0.55912 -1.45444 -1.44
S -7.55685 0.14508 -1.40364 0.73
S -5.40621 2.07364 -2.11646 0.98
H -2.86216 5.13203 -3.22993 0.05
H -4.24166 4.69680 -2.21681 0.05
H -4.09975 4.04589 -3.88550 0.05
C 3.24174 1.17232 -4.92104 -0.09
N 2.04384 1.97641 -4.37214 -0.06
C 2.57849 2.94204 -3.29704 -0.10
N 3.27912 2.23190 -2.28916 -0.14
C 4.39055 1.47897 -2.87203 -0.14
N 3.92571 0.51646 -3.86820 -0.14
C 3.14867 -0.57074 -3.27108 -0.31
P 1.60313 0.01559 -2.41643 1.01
C 0.97855 1.07699 -3.81229 -0.26
C 2.40127 1.39744 -1.46612 -0.32
H 3.88506 1.89934 -5.41665 0.15
H 2.84276 0.46842 -5.65039 0.15
H 1.64705 2.52650 -5.13603 0.19
H 1.71675 3.47397 -2.89497 0.15
H 3.23788 3.63565 -3.81877 0.15
H 4.92150 0.95073 -2.08243 0.14
H 5.08076 2.17759 -3.34597 0.15
H 3.77824 -1.08694 -2.54342 0.10
H 2.89404 -1.30138 -4.04161 0.10
H 0.15993 1.70778 -3.45832 0.07
H 0.59594 0.45799 -4.62472 0.11
H 2.97629 0.97360 -0.64126 0.08
H 1.62432 2.02216 -1.01781 0.10
C 3.10333 1.73406 2.46142 -0.03
C 2.32893 0.62554 3.19161 -0.62
C 3.28124 -0.51315 3.58777 -0.03
C 1.64448 1.20157 4.44224 -0.03
C 1.29505 0.09182 2.29841 -0.06
C 0.42821 -0.36726 1.56669 -0.12
H 3.86114 2.13786 3.13294 0.10
H 2.44337 2.54825 2.16209 0.09
H 3.61387 1.34469 1.57970 0.07
H 4.05653 -0.11998 4.24510 0.10
H 3.76834 -0.94736 2.71348 0.09
H 2.75371 -1.30167 4.12629 0.09
H 2.40709 1.51328 5.15579 0.10
H 1.01577 0.45272 4.92594 0.09
H 1.03450 2.06966 4.19217 0.09
```


Formula: C21H41N2O4P
Source: OMol25
Level of theory: ωB97M-V/def2-TZVPD

For the orbital gap, the calculation gives 8.44 eV. For the HOMO energy, the calculation gives -8.6 eV. Its SMILES is N[PH3]c1cccnc1.C1CCOC1.C1CCOC1.C1CCOC1.C1CCOC1. For the molar mass, the calculation gives 416.5 g mol⁻¹. The total charge is 0.

The geometry in XYZ format:
```
69
Properties=species:S:1:pos:R:3:nbo_charge:R:1
N -2.13987 3.84562 3.05050 -1.15
P -0.43947 3.53824 2.48232 0.90
C 1.43809 3.41970 2.01131 -0.38
C 2.05289 4.26725 0.70553 -0.22
C 3.68032 3.98571 0.53783 -0.26
C 4.59812 3.03922 1.49042 -0.01
N 3.98877 2.33827 2.65592 -0.44
C 2.52492 2.54166 2.84766 -0.01
H -2.37209 4.77018 2.57668 0.35
H -1.99607 4.13430 4.06494 0.35
H -0.06817 4.71729 3.27611 -0.04
H -0.84021 3.64829 1.07607 -0.01
H -0.43038 2.19947 3.05241 -0.01
H 1.41101 4.95164 0.00720 0.24
H 4.23177 4.53326 -0.36301 0.23
H 5.76775 2.92539 1.30843 0.24
H 2.06148 1.96287 3.78613 0.21
C 3.73171 -0.43444 0.84737 -0.44
C 3.39578 -1.87523 0.56098 -0.44
C 4.22863 -2.15595 -0.67076 -0.07
O 5.39458 -1.32531 -0.58291 -0.54
C 5.19469 -0.36880 0.46703 -0.06
H 3.54673 -0.13742 1.88276 0.23
H 3.14539 0.22069 0.19211 0.20
H 3.73263 -2.50665 1.39159 0.19
H 2.32917 -2.05561 0.40503 0.25
H 3.69127 -1.88199 -1.58485 0.16
H 4.52879 -3.20526 -0.74364 0.18
H 5.83610 -0.65635 1.30723 0.16
H 5.49490 0.62473 0.12287 0.18
C -2.01001 -2.03137 1.86332 -0.43
C -1.73533 -3.42655 1.36455 -0.43
C -0.58899 -3.19942 0.40332 -0.07
O 0.15030 -2.07343 0.89597 -0.55
C -0.61957 -1.43804 1.92592 -0.06
H -2.52943 -2.00252 2.82449 0.22
H -2.61587 -1.48727 1.12901 0.21
H -1.40528 -4.05951 2.19671 0.20
H -2.59879 -3.90335 0.89379 0.22
H -0.95388 -2.94739 -0.59803 0.18
H 0.07135 -4.06798 0.32571 0.18
H -0.13816 -1.65631 2.88541 0.17
H -0.61779 -0.35532 1.77289 0.18
C 0.37443 2.47630 -2.07100 -0.43
C 0.10233 1.23839 -1.25596 -0.44
C -1.33624 0.93389 -1.61295 -0.07
O -1.53945 1.39881 -2.95447 -0.54
C -0.41465 2.20427 -3.33299 -0.07
H 1.43608 2.65240 -2.26173 0.22
H -0.03281 3.35554 -1.55775 0.19
H 0.75183 0.42210 -1.59345 0.21
H 0.25564 1.37592 -0.18260 0.22
H -2.03057 1.47632 -0.96252 0.15
H -1.56558 -0.13404 -1.55469 0.21
H 0.17767 1.63219 -4.05542 0.17
H -0.76351 3.12120 -3.81593 0.18
C -4.68322 -3.68048 -2.34394 -0.43
C -5.43493 -2.37504 -2.38259 -0.43
C -4.48403 -1.44057 -1.66692 -0.07
O -3.15700 -1.92011 -1.92413 -0.55
C -3.24990 -3.22555 -2.51100 -0.07
H -4.99713 -4.39135 -3.11244 0.22
H -4.81305 -4.15464 -1.36381 0.20
H -5.56409 -2.05222 -3.42239 0.20
H -6.42117 -2.42130 -1.91386 0.22
H -4.64371 -1.46400 -0.58372 0.16
H -4.57477 -0.40614 -2.01071 0.19
H -2.98334 -3.13543 -3.56971 0.17
H -2.53662 -3.89881 -2.02763 0.18
```